(1)
Here is a cluster of 12 separate species, C37H76Br22IN3O2PS2 in total from the Open Molecules 2025 dataset. Energies are from ωB97M-V/def2-TZVPD.

Summary:
LUMO (eV): -4.41
Strongest force on any atom (eV/A): 1.0
Energy (Ha): -59833.678297
HOMO energy (Ha): -0.3553
HOMO-LUMO gap (Eh): 0.1933

Geometry as ORCA input:
```
! wB97M-V def2-TZVPD RIJCOSX def2/J DEFGRID3
* xyz 1 1
C -4.645 0.195 6.635
C -3.509 0.652 5.737
N -2.413 -0.337 5.633
C -1.555 -0.345 6.837
C -0.094 -0.666 6.528
C -2.703 -1.555 5.095
S -2.133 -2.977 5.658
S -3.862 -1.556 3.705
C -2.813 -1.301 2.243
C -1.725 -0.251 2.370
C -0.700 -0.306 1.217
C 0.679 -0.827 1.650
C 1.329 0.122 2.659
C 2.005 1.356 2.085
C 2.764 2.163 3.158
N 2.165 2.278 4.477
C 1.508 -1.092 0.388
N 2.490 -2.222 0.536
I 4.112 -1.826 1.776
C 1.777 -3.507 0.874
C 0.416 -3.198 1.474
P -0.075 -4.668 2.435
O 0.137 -5.897 1.635
O 0.479 -2.083 2.338
H -4.289 -0.033 7.637
H -5.393 0.983 6.697
H -5.127 -0.690 6.221
H -3.074 1.566 6.136
H -3.886 0.894 4.752
H -1.627 0.666 7.235
H -1.954 -1.022 7.590
H 0.037 -0.877 5.469
H 0.261 -1.528 7.085
H 0.542 0.184 6.775
H -2.405 -2.257 1.911
H -3.550 -0.985 1.503
H -2.191 0.735 2.370
H -1.238 -0.351 3.334
H -1.075 -0.983 0.446
H -0.604 0.683 0.769
H 2.014 -0.432 3.300
H 0.532 0.453 3.320
H 2.762 1.069 1.354
H 1.290 2.001 1.573
H 2.954 3.165 2.777
H 3.734 1.682 3.289
H 2.315 1.453 5.041
H 1.172 2.476 4.445
H 2.046 -0.215 0.045
H 0.853 -1.402 -0.427
H 2.921 -2.346 -0.392
H 1.672 -4.108 -0.026
H 2.388 -4.071 1.576
H -0.348 -3.083 0.699
H 0.771 -4.570 3.549
H -1.381 -4.415 2.857
Br 4.212 -2.258 -2.273
C 6.133 -1.916 -2.423
C 6.576 -0.784 -1.537
Br 5.943 0.921 -2.202
H 6.289 -1.709 -3.476
H 6.623 -2.847 -2.150
H 7.664 -0.736 -1.524
H 6.207 -0.885 -0.521
Br 1.584 1.441 -3.780
C 2.323 1.978 -5.499
C 3.821 1.866 -5.523
Br 4.683 3.262 -4.484
H 1.973 2.990 -5.675
H 1.880 1.297 -6.222
H 4.193 1.971 -6.540
H 4.164 0.923 -5.107
Br -1.338 1.814 -6.526
C -1.554 0.137 -5.570
C -2.939 0.017 -4.998
Br -3.167 1.205 -3.474
H -0.786 0.124 -4.803
H -1.362 -0.649 -6.297
H -3.123 -0.991 -4.635
H -3.706 0.290 -5.716
Br 1.384 -0.983 -7.657
C 1.724 0.201 -9.166
C 0.806 -0.093 -10.321
Br 1.306 -1.726 -11.244
H 2.771 0.078 -9.424
H 1.549 1.210 -8.795
H 0.869 0.703 -11.060
H -0.224 -0.213 -10.002
Br -3.542 1.130 -9.859
C -4.532 2.511 -8.916
C -5.941 2.082 -8.609
Br -7.071 2.100 -10.190
H -4.500 3.397 -9.541
H -3.977 2.689 -7.996
H -6.398 2.773 -7.907
H -5.983 1.073 -8.209
Br -3.653 2.679 8.950
C -2.003 3.136 9.871
C -1.150 4.075 9.061
Br -0.324 3.161 7.555
H -1.497 2.199 10.076
H -2.299 3.604 10.807
H -0.331 4.462 9.663
H -1.720 4.898 8.645
Br -6.008 0.053 -0.879
C -5.998 1.940 -0.418
C -4.855 2.285 0.495
Br -5.150 1.627 2.300
H -6.964 2.158 0.024
H -5.889 2.476 -1.359
H -4.737 3.363 0.575
H -3.925 1.839 0.153
Br 9.752 2.563 -2.041
C 9.616 4.011 -0.748
C 8.239 4.096 -0.149
Br 6.945 4.845 -1.388
H 9.895 4.920 -1.269
H 10.352 3.789 0.022
H 8.238 4.757 0.715
H 7.862 3.119 0.139
Br 5.612 -5.557 3.435
C 4.572 -6.452 4.813
C 3.110 -6.120 4.699
Br 2.723 -4.294 5.255
H 5.001 -6.150 5.762
H 4.724 -7.518 4.662
H 2.520 -6.764 5.346
H 2.758 -6.213 3.675
Br -2.656 -6.945 -3.640
C -1.190 -6.702 -2.388
C -1.662 -6.271 -1.027
Br -2.242 -4.406 -1.022
H -0.518 -5.979 -2.838
H -0.694 -7.667 -2.317
H -0.864 -6.332 -0.291
H -2.515 -6.848 -0.685
Br -3.877 4.647 -2.137
C -4.822 5.864 -3.326
C -5.741 5.124 -4.260
Br -4.742 4.196 -5.646
H -4.058 6.418 -3.862
H -5.383 6.538 -2.684
H -6.398 5.821 -4.776
H -6.334 4.373 -3.749
*
```

---

(2)
Here is a cluster of 8 separate species, C37H77N2O7 in total from the Open Molecules 2025 dataset. Energies are from ωB97M-V/def2-TZVPD.

Summary:
LUMO (eV): 2.58
Strongest force on any atom (eV/A): 12.4
Energy (Ha): -2091.387823
Relative energy (zero: lowest compared OMol25 entry of this formula, charge and spin) (kcal per mole): 46.9
HOMO energy (Ha): -0.0758
HOMO-LUMO gap (Eh): 0.1706

Geometry as ORCA input:
```
! wB97M-V def2-TZVPD RIJCOSX def2/J DEFGRID3
* xyz -1 1
C -2.188 3.765 -1.827
N -2.525 2.378 -1.478
C -2.012 1.785 -0.340
C -2.483 0.635 0.029
C -3.719 0.144 -0.506
C -4.411 0.856 -1.494
C -3.814 1.884 -2.008
C -4.331 -1.224 -0.071
C -3.317 -2.232 0.406
C -3.842 -3.407 0.889
N -5.237 -3.604 0.884
C -6.189 -2.707 0.479
C -5.758 -1.453 0.049
C -5.725 -4.934 1.165
H -1.838 3.796 -2.809
H -1.352 4.073 -1.233
H -2.933 4.551 -1.574
H -0.930 2.065 0.056
H -2.015 -0.081 0.822
H -5.234 0.628 -2.053
H -4.242 2.446 -2.785
H -2.163 -2.060 0.407
H -3.253 -4.131 1.340
H -7.324 -2.933 0.441
H -6.459 -0.705 -0.295
H -5.454 -5.546 0.260
H -6.742 -5.179 1.386
H -5.302 -5.555 2.038
C 0.661 -0.693 -0.596
O 0.578 0.352 0.439
H -0.377 -0.688 -1.257
H 0.446 -1.585 -0.186
H 1.548 -0.609 -1.110
C -3.867 -3.042 -7.317
C -2.333 -2.779 -6.970
O -2.210 -2.902 -5.601
C -0.961 -2.805 -5.044
C -0.909 -2.646 -3.652
H -4.153 -2.718 -8.243
H -4.627 -2.634 -6.583
H -3.940 -4.056 -7.437
H -2.288 -1.621 -7.096
H -1.735 -3.349 -7.766
H -0.619 -1.860 -5.219
H -0.414 -3.568 -5.236
H -1.267 -3.446 -3.014
H -1.760 -1.965 -3.308
H 0.152 -2.470 -3.383
C 4.017 1.350 1.870
C 5.166 1.270 0.901
O 6.124 2.300 1.215
C 7.345 2.300 0.484
C 8.152 3.348 0.899
H 3.208 0.558 1.637
H 3.614 2.289 1.707
H 4.391 1.520 2.862
H 4.865 1.430 -0.194
H 5.510 0.271 0.757
H 7.363 2.478 -0.648
H 7.880 1.395 0.493
H 8.974 3.713 0.311
H 8.644 3.180 1.863
H 7.646 4.323 0.832
C -0.767 5.862 5.538
C 0.556 5.050 5.441
O 0.250 3.921 4.748
C 1.271 2.914 4.593
C 0.735 1.822 3.698
H -0.506 6.777 6.069
H -1.559 5.446 6.076
H -1.014 6.115 4.635
H 0.724 5.007 6.578
H 1.398 5.511 5.217
H 1.348 2.332 5.580
H 2.181 3.239 4.070
H -0.055 1.215 4.034
H 1.617 1.110 3.654
H 0.520 2.202 2.689
C 0.177 5.932 1.326
C 1.017 4.719 0.963
O 1.083 4.657 -0.431
C 1.676 3.533 -0.869
C 1.830 3.378 -2.270
H -0.930 5.918 1.092
H 0.652 6.774 0.784
H 0.369 6.270 2.210
H 0.554 3.745 1.297
H 1.865 4.990 1.313
H 1.275 2.636 -0.695
H 2.773 3.446 -0.394
H 2.303 4.331 -2.634
H 1.005 3.312 -2.956
H 2.519 2.467 -2.462
C 4.239 -5.021 -4.562
C 3.464 -3.980 -3.800
O 2.704 -4.833 -2.985
C 2.269 -4.125 -1.764
C 1.433 -4.846 -0.939
H 5.119 -5.411 -3.982
H 4.954 -4.501 -5.367
H 3.645 -5.587 -5.207
H 3.102 -3.366 -4.358
H 4.264 -3.380 -3.267
H 1.816 -3.323 -2.348
H 3.026 -3.701 -1.193
H 2.107 -5.734 -0.676
H 0.706 -5.277 -1.676
H 1.052 -4.332 0.009
C 0.464 -2.880 2.775
C -0.367 -1.634 3.313
O -1.684 -1.904 3.455
C -2.506 -0.922 3.999
C -3.620 -1.546 4.393
H -0.159 -3.122 1.797
H 0.258 -3.881 3.207
H 1.437 -2.905 2.716
H -0.123 -0.850 2.619
H 0.082 -1.379 4.261
H -2.692 -0.041 3.353
H -2.048 -0.797 4.882
H -3.339 -2.075 5.258
H -4.131 -2.259 3.641
H -4.369 -0.918 4.967
*
```

---

(3)
Here is a cluster of 4 separate species, C37H81B2Br2I2N4O19P3S2 in total from the Open Molecules 2025 dataset. Energies are from ωB97M-V/def2-TZVPD.

Summary:
LUMO (eV): -0.38
Strongest force on any atom (eV/A): 7.5
Energy (Ha): -10719.985910
HOMO energy (Ha): -0.2943
HOMO-LUMO gap (Eh): 0.2804

Geometry as ORCA input:
```
! wB97M-V def2-TZVPD RIJCOSX def2/J DEFGRID3
* xyz 0 1
C -0.786 -2.732 2.155
C -0.830 -1.538 1.054
Br -2.768 -1.761 0.360
C 0.002 -1.588 -0.283
Br -0.372 -3.426 -1.111
C 1.578 -1.127 -0.437
N 1.852 -1.611 -1.819
C 1.456 -0.821 -2.992
C 0.028 -0.945 -3.731
C -0.292 -2.285 -4.609
C -1.407 -1.816 -5.766
C -2.945 -1.760 -5.208
C -3.382 -0.266 -4.600
C -4.449 -0.537 -3.374
S -4.684 0.984 -2.242
C -6.041 0.512 -0.989
N -7.147 -0.506 -1.288
N -7.969 -0.670 -0.152
C -7.424 0.253 0.918
O -6.248 0.988 0.397
P 2.969 -2.802 -2.285
N 3.543 -3.940 -1.314
O 2.246 -3.787 -3.585
O 4.463 -2.206 -3.065
P 2.415 -2.101 0.999
O 4.130 -2.022 1.025
O 1.985 -3.733 1.190
C 1.936 0.438 -0.101
C 2.431 0.831 1.407
B 1.362 0.881 2.636
O 1.206 -0.322 3.529
O 0.511 2.051 3.023
O 2.965 1.084 -0.916
C 4.261 0.631 -1.065
P 4.748 1.012 -2.924
S 5.344 2.787 -3.302
C 5.473 1.059 -0.064
I 7.503 0.802 -0.975
C 5.367 2.428 0.779
C 6.886 2.945 1.264
I 4.367 4.153 -0.030
B 0.707 1.558 -0.377
O -0.699 1.462 0.020
O 0.969 2.880 -1.065
H 0.207 -2.752 2.819
H -0.991 -3.818 1.741
H -1.656 -2.522 2.945
H -0.968 -0.537 1.638
H -0.634 -0.918 -1.043
H 1.640 0.361 -2.941
H 2.236 -1.131 -3.851
H -0.940 -0.699 -3.130
H 0.045 -0.083 -4.568
H 0.675 -2.557 -5.254
H -0.728 -3.192 -4.017
H -1.076 -0.805 -6.305
H -1.329 -2.647 -6.616
H -3.209 -2.641 -4.471
H -3.647 -1.918 -6.161
H -2.449 0.376 -4.304
H -3.993 0.320 -5.442
H -4.158 -1.511 -2.756
H -5.546 -0.748 -3.797
H -7.934 0.308 1.991
H 3.269 -4.907 -1.587
H 1.853 -4.624 -3.206
H 4.992 -3.014 -3.399
H 4.485 -2.022 1.972
H 2.109 -3.978 2.156
H 3.479 0.394 1.738
H 2.684 2.003 1.302
H 0.486 -0.128 4.224
H -0.438 1.685 3.111
H 4.284 -0.564 -1.077
H 5.772 0.067 -3.393
H 3.603 0.750 -3.808
H 5.492 0.192 0.764
H 4.833 2.165 1.817
H 7.500 2.104 1.797
H 6.650 3.754 2.110
H 7.456 3.526 0.424
H -1.276 1.243 -0.771
H 0.481 3.601 -0.570
C 10.730 -1.909 7.092
O 9.688 -1.564 6.195
C 9.436 -0.158 6.140
C 9.092 0.270 4.711
O 10.207 0.279 3.808
C 10.756 -0.999 3.453
C 9.845 -1.855 2.566
O 8.743 -2.362 3.312
C 7.533 -2.381 2.577
H 10.368 -1.867 8.122
H 11.043 -2.933 6.866
H 11.597 -1.256 6.965
H 10.305 0.416 6.488
H 8.589 0.047 6.800
H 8.744 1.308 4.751
H 8.266 -0.308 4.299
H 11.083 -1.541 4.341
H 11.663 -0.776 2.882
H 10.408 -2.714 2.191
H 9.507 -1.257 1.711
H 7.366 -1.432 2.057
H 6.708 -2.524 3.283
H 7.535 -3.212 1.867
C -11.175 -1.091 -2.542
O -10.417 -2.166 -3.069
C -9.400 -2.628 -2.176
C -9.261 -4.150 -2.262
O -10.338 -4.880 -1.658
C -11.612 -4.809 -2.317
C -11.668 -5.537 -3.665
O -10.939 -4.820 -4.658
C -10.229 -5.663 -5.546
H -10.604 -0.162 -2.607
H -12.083 -0.993 -3.143
H -11.475 -1.284 -1.509
H -9.623 -2.344 -1.139
H -8.462 -2.154 -2.477
H -8.367 -4.433 -1.695
H -9.090 -4.488 -3.283
H -11.949 -3.776 -2.400
H -12.315 -5.305 -1.642
H -12.706 -5.596 -4.001
H -11.280 -6.556 -3.543
H -9.673 -6.436 -5.005
H -9.504 -5.050 -6.090
H -10.914 -6.118 -6.265
C -2.396 9.414 1.266
O -1.561 8.599 2.072
C -1.894 8.652 3.461
C -1.720 7.276 4.108
O -2.725 6.318 3.747
C -2.707 5.849 2.390
C -1.509 4.955 2.046
O -0.313 5.723 1.961
C 0.818 5.054 2.487
H -2.104 10.462 1.363
H -2.266 9.103 0.226
H -3.450 9.285 1.527
H -2.928 8.992 3.609
H -1.217 9.370 3.932
H -1.820 7.405 5.192
H -0.723 6.870 3.944
H -2.807 6.679 1.691
H -3.613 5.246 2.280
H -1.671 4.493 1.069
H -1.422 4.162 2.798
H 0.601 4.609 3.464
H 1.615 5.792 2.627
H 1.166 4.291 1.787
*
```

---

- Which value of strongest force on any atom does entry 1 give?
  1.0 eV/A

---

- What is the formula in the third record?
  C37H81B2Br2I2N4O19P3S2

---

- Which value of LUMO does entry 2 give?
  2.58 eV